# C5H12NO2

The ion C5H12NO2 with charge +1 at a distorted geometry (ωB97M-V with the def2-TZVPD basis set, OMol25).

For the strongest force on any atom, the calculation gives 4.0 eV/A. The net charge is +1. The value obtained for the HOMO-LUMO gap is 10.07 eV. The value obtained for the HOMO energy is -13.78 eV. For the molecular weight, the calculation gives 118.2 g/mol. As for the SMILES: [NH3+][C@@H](C=O)CCCO.

Geometry (Å):
O -3.037 -1.283 0.531
C -2.082 -0.720 0.918
C -1.108 -0.235 -0.223
C 0.293 -0.650 0.221
C 1.365 0.368 -0.304
C 1.814 1.633 0.433
O 1.782 1.378 1.766
N -1.518 -0.907 -1.489
H -1.839 -0.666 1.918
H -1.206 0.898 -0.226
H 0.725 -1.554 -0.200
H 0.349 -0.705 1.433
H 1.106 0.611 -1.333
H 2.315 -0.262 -0.339
H 2.709 2.112 -0.075
H 1.055 2.460 0.293
H 2.197 0.545 2.050
H -0.793 -1.087 -2.167
H -2.001 -1.708 -1.226
H -2.128 -0.229 -1.982